1.
Molecular formula: C24H55NO16
Method: DFT, the ωB97M-V functional and the def2-TZVPD basis

CARTESIAN COORDINATES (ANGSTROEM)
1 C -2.758 1.153 -1.512
2 C -2.215 2.567 -1.799
3 O -3.014 3.097 -2.907
4 C -2.928 4.378 -3.354
5 O -3.582 4.864 -4.282
6 O -1.811 4.993 -2.858
7 C -1.418 6.276 -3.266
8 H -2.756 0.599 -2.451
9 H -3.789 1.243 -1.170
10 H -2.135 0.590 -0.816
11 H -1.165 2.581 -2.091
12 H -2.164 3.151 -0.879
13 H -1.559 6.932 -2.407
14 H -2.054 6.741 -4.019
15 H -0.441 6.294 -3.748
16 C -0.621 7.122 1.404
17 C -1.380 5.940 0.826
18 O -0.726 4.698 1.157
19 C 0.178 4.041 0.474
20 O 0.770 3.083 0.915
21 O 0.403 4.586 -0.741
22 C 1.499 4.215 -1.472
23 H 0.293 7.349 0.854
24 H -0.199 6.947 2.394
25 H -1.237 8.015 1.510
26 H -1.503 6.170 -0.232
27 H -2.381 5.909 1.256
28 H 2.472 4.411 -1.021
29 H 1.560 4.674 -2.458
30 H 1.439 3.134 -1.602
31 C 3.945 -2.259 0.750
32 C 4.483 -0.877 1.044
33 O 5.633 -0.702 0.233
34 C 6.425 0.336 0.501
35 O 6.351 1.084 1.473
36 O 7.122 0.542 -0.497
37 C 8.126 1.545 -0.550
38 H 3.805 -2.449 -0.315
39 H 3.015 -2.420 1.295
40 H 4.668 -3.022 1.037
41 H 4.632 -0.626 2.095
42 H 3.757 -0.125 0.736
43 H 8.629 1.562 -1.517
44 H 8.818 1.235 0.233
45 H 7.745 2.532 -0.291
46 C -2.397 -4.251 -0.965
47 C -2.836 -4.984 -2.241
48 O -4.185 -5.206 -2.391
49 C -4.850 -6.136 -1.714
50 O -4.383 -7.073 -1.068
51 O -6.138 -5.939 -1.967
52 C -7.129 -6.853 -1.496
53 H -2.451 -5.019 -0.194
54 H -3.069 -3.403 -0.828
55 H -1.365 -3.910 -1.046
56 H -2.330 -5.947 -2.319
57 H -2.491 -4.434 -3.116
58 H -7.447 -6.522 -0.507
59 H -6.761 -7.878 -1.525
60 H -8.014 -6.726 -2.120
61 C -2.540 -1.466 2.018
62 O -1.281 -1.890 1.575
63 C -0.861 -3.136 2.173
64 C -0.661 -3.075 3.681
65 N 0.121 -1.897 4.043
66 C 1.509 -2.193 4.123
67 C 2.268 -0.844 4.203
68 O 2.048 -0.152 3.002
69 C 2.602 1.180 2.984
70 H -2.502 -1.035 3.019
71 H -3.291 -2.211 1.754
72 H -2.593 -0.598 1.361
73 H 0.005 -3.449 1.589
74 H -1.588 -3.910 1.929
75 H -0.160 -3.927 4.141
76 H -1.619 -2.989 4.195
77 H 0.006 -1.145 3.378
78 H 1.851 -2.734 3.240
79 H 1.744 -2.684 5.067
80 H 3.336 -0.889 4.413
81 H 1.935 -0.329 5.104
82 H 2.657 1.662 2.008
83 H 3.640 1.103 3.307
84 H 2.095 1.770 3.747
85 C 0.172 -2.162 -4.220
86 O 0.008 -0.816 -3.698
87 H 0.566 -1.965 -5.217
88 H 0.939 -2.713 -3.675
89 H -0.764 -2.718 -4.158
90 H 0.084 -0.844 -2.741
91 C 0.538 0.011 -0.107
92 O -0.054 -1.073 -0.765
93 H -0.122 0.835 0.167
94 H 1.041 -0.413 0.762
95 H 1.309 0.417 -0.762
96 H -0.529 -1.552 -0.082

Computed properties:
**HOMO level**: -8.851 eV
**Kohn-Sham gap**: 9.39 eV
**F_max**: 6.21 eV/A
**E**: -2205.9291 a.u.
**SMILES**: CCOC(=O)OC.CCOC(=O)OC.CCOC(=O)OC.CCOC(=O)OC.COCCNCCOC.CO.CO



2.
Molecular formula: C24H56Br2N7O6P
Method: DFT, the ωB97M-V functional and the def2-TZVPD basis

CARTESIAN COORDINATES (ANGSTROEM)
1 C 1.340 -2.432 -1.974
2 C 0.718 -1.386 -1.065
3 Br 1.828 -1.155 0.561
4 C 0.513 -0.027 -1.692
5 Br 2.140 0.650 -2.534
6 P -0.905 0.086 -2.915
7 C -1.920 -1.462 -2.762
8 C -3.429 -1.127 -2.902
9 C -4.165 -1.221 -1.578
10 N -4.115 0.068 -0.873
11 H 1.799 -1.991 -2.852
12 H 0.601 -3.164 -2.281
13 H 2.120 -2.970 -1.449
14 H -0.222 -1.744 -0.686
15 H 0.332 0.685 -0.899
16 H -1.735 1.018 -2.259
17 H -1.650 -2.083 -3.607
18 H -1.801 -2.008 -1.833
19 H -3.855 -1.856 -3.585
20 H -3.585 -0.138 -3.325
21 H -3.729 -2.033 -0.992
22 H -5.212 -1.481 -1.727
23 H -3.192 0.476 -0.968
24 H -4.296 -0.050 0.116
25 C 1.137 5.978 -0.446
26 N 0.454 5.203 -1.465
27 C 1.235 4.347 -2.345
28 C -0.873 5.245 -1.614
29 O -1.508 4.613 -2.446
30 H 1.850 6.658 -0.912
31 H 1.671 5.315 0.238
32 H 0.410 6.554 0.123
33 H 1.094 4.647 -3.382
34 H 0.904 3.315 -2.240
35 H 2.285 4.426 -2.087
36 H -1.364 5.920 -0.889
37 C 2.548 8.504 -6.421
38 N 2.687 7.503 -5.382
39 C 3.027 6.138 -5.750
40 C 2.511 7.792 -4.083
41 O 2.616 6.983 -3.177
42 H 1.759 8.222 -7.120
43 H 3.483 8.613 -6.974
44 H 2.293 9.463 -5.975
45 H 2.246 5.451 -5.423
46 H 3.961 5.839 -5.273
47 H 3.134 6.074 -6.829
48 H 2.255 8.851 -3.904
49 C 3.949 -0.844 5.765
50 N 3.842 -2.102 5.053
51 C 3.365 -2.102 3.678
52 C 4.167 -3.275 5.619
53 O 4.093 -4.356 5.060
54 H 2.974 -0.357 5.830
55 H 4.641 -0.173 5.253
56 H 4.318 -1.024 6.773
57 H 2.465 -2.710 3.592
58 H 4.122 -2.525 3.016
59 H 3.144 -1.083 3.372
60 H 4.517 -3.171 6.661
61 C -4.505 5.831 -2.740
62 N -4.321 5.164 -1.465
63 C -3.992 3.747 -1.446
64 C -4.454 5.809 -0.294
65 O -4.308 5.298 0.802
66 H -5.326 5.369 -3.293
67 H -3.601 5.760 -3.343
68 H -4.746 6.879 -2.572
69 H -4.767 3.188 -0.921
70 H -3.048 3.593 -0.923
71 H -3.901 3.380 -2.464
72 H -4.709 6.877 -0.418
73 C 2.398 -6.825 6.044
74 N 2.410 -7.876 7.047
75 C 2.720 -9.236 6.648
76 C 2.145 -7.637 8.343
77 O 2.144 -8.484 9.218
78 H 1.647 -7.046 5.281
79 H 3.372 -6.735 5.568
80 H 2.156 -5.872 6.507
81 H 1.888 -9.901 6.885
82 H 3.600 -9.598 7.180
83 H 2.910 -9.260 5.578
84 H 1.922 -6.574 8.548
85 C -2.503 -6.540 1.479
86 N -2.442 -5.595 0.381
87 C -3.382 -5.722 -0.723
88 C -1.546 -4.601 0.344
89 O -1.463 -3.786 -0.565
90 H -2.337 -7.556 1.117
91 H -3.478 -6.496 1.966
92 H -1.735 -6.301 2.211
93 H -2.847 -5.871 -1.660
94 H -3.982 -4.817 -0.816
95 H -4.035 -6.571 -0.540
96 H -0.876 -4.580 1.218

Computed properties:
**HOMO level**: -8.533 eV
**Kohn-Sham gap**: 8.81 eV
**F_max**: 1.02 eV/A
**E**: -7272.1624 a.u.
**SMILES**: C[C@@H](Br)[C@@H](Br)PCCCN.CN(C)C=O.CN(C)C=O.CN(C)C=O.CN(C)C=O.CN(C)C=O.CN(C)C=O



3.
Molecular formula: C24H56Cl8O8
Method: DFT, the ωB97M-V functional and the def2-TZVPD basis

CARTESIAN COORDINATES (ANGSTROEM)
1 C -1.522 -2.796 5.985
2 O -1.574 -2.251 4.683
3 C -0.481 -2.592 3.849
4 C -0.663 -3.771 2.963
5 O -1.348 -3.484 1.770
6 C -2.748 -3.750 1.923
7 H -0.836 -2.297 6.694
8 H -1.334 -3.866 5.895
9 H -2.524 -2.700 6.440
10 H 0.455 -2.681 4.429
11 H -0.325 -1.731 3.158
12 H -1.306 -4.512 3.463
13 H 0.276 -4.227 2.731
14 H -3.194 -3.550 0.926
15 H -3.159 -3.118 2.703
16 H -3.000 -4.752 2.315
17 C -1.711 -3.234 -3.886
18 O -3.030 -3.626 -4.147
19 C -3.937 -3.006 -3.269
20 C -5.354 -3.352 -3.621
21 O -5.663 -4.717 -3.384
22 C -7.053 -5.010 -3.431
23 H -1.100 -3.903 -4.554
24 H -1.546 -3.548 -2.842
25 H -1.413 -2.193 -4.138
26 H -3.917 -1.924 -3.326
27 H -3.776 -3.361 -2.232
28 H -5.619 -2.979 -4.619
29 H -6.046 -2.675 -3.023
30 H -7.223 -6.056 -3.128
31 H -7.498 -4.830 -4.407
32 H -7.574 -4.365 -2.726
33 C 5.147 5.694 -1.217
34 O 5.136 4.568 -2.108
35 C 5.829 3.425 -1.561
36 C 4.830 2.441 -0.845
37 O 4.129 1.736 -1.907
38 C 2.707 1.929 -1.917
39 H 4.789 5.488 -0.183
40 H 4.509 6.484 -1.663
41 H 6.158 6.178 -1.120
42 H 6.627 3.849 -0.973
43 H 6.277 2.793 -2.337
44 H 4.103 2.958 -0.195
45 H 5.260 1.667 -0.189
46 H 2.401 2.948 -2.194
47 H 2.350 1.743 -0.893
48 H 2.242 1.263 -2.636
49 C -3.185 5.694 0.215
50 O -2.036 5.283 -0.505
51 C -1.748 3.925 -0.276
52 C -0.398 3.511 -0.958
53 O -0.427 3.284 -2.304
54 C -0.563 4.428 -3.145
55 H -2.974 5.668 1.287
56 H -4.078 5.139 -0.075
57 H -3.381 6.718 -0.120
58 H -2.563 3.223 -0.661
59 H -1.646 3.739 0.842
60 H -0.042 2.613 -0.492
61 H 0.287 4.319 -0.683
62 H 0.083 5.274 -3.050
63 H -1.616 4.691 -3.083
64 H -0.506 4.033 -4.164
65 Cl 2.055 -2.981 -1.377
66 C 1.012 -4.212 -0.473
67 C 1.901 -5.293 0.011
68 Cl 0.987 -6.357 1.136
69 H 0.269 -4.500 -1.223
70 H 0.508 -3.674 0.323
71 H 2.698 -4.852 0.630
72 H 2.307 -5.885 -0.828
73 Cl 1.517 5.900 3.718
74 C 1.525 4.181 4.356
75 C 1.193 3.138 3.308
76 Cl 2.452 3.099 2.019
77 H 0.764 4.091 5.118
78 H 2.501 3.926 4.790
79 H 0.240 3.261 2.787
80 H 1.172 2.149 3.800
81 Cl -2.138 0.165 -1.426
82 C -0.432 -0.427 -1.227
83 C -0.077 -0.781 0.199
84 Cl -0.248 0.607 1.383
85 H 0.148 0.394 -1.636
86 H -0.364 -1.279 -1.908
87 H 1.001 -1.054 0.152
88 H -0.634 -1.597 0.624
89 Cl 5.303 -0.842 0.546
90 C 3.642 -0.242 0.738
91 C 3.146 -0.499 2.155
92 Cl 2.809 -2.272 2.455
93 H 3.075 -0.732 -0.056
94 H 3.609 0.845 0.587
95 H 2.229 0.047 2.314
96 H 3.873 -0.169 2.918

Computed properties:
**HOMO level**: -9.378 eV
**Kohn-Sham gap**: 9.72 eV
**Energy above the lowest of the compared OMol25 structures with the same formula, charge and spin**: 0.0 kJ/mol
**F_max**: 2.83 eV/A
**E**: -5231.2905 a.u.
**SMILES**: COCCOC.COCCOC.COCCOC.COCCOC.ClCCCl.ClCCCl.ClCCCl.ClCCCl



4.
Molecular formula: C24H56I2O16P2S
Method: DFT, the ωB97M-V functional and the def2-TZVPD basis

CARTESIAN COORDINATES (ANGSTROEM)
1 C 3.936 3.073 1.152
2 C 2.855 3.090 0.020
3 O 3.095 2.140 -1.016
4 C 3.155 2.730 -2.287
5 C 1.734 2.871 -2.988
6 O 0.731 2.341 -2.110
7 C -0.520 2.906 -2.335
8 O -1.354 1.801 -2.792
9 S -2.762 2.348 -3.437
10 O -2.614 2.847 -4.823
11 O -3.725 1.224 -3.338
12 C -3.360 3.658 -2.297
13 I -3.503 5.625 -3.260
14 C -2.611 3.723 -0.918
15 I -3.577 2.207 0.362
16 C -1.060 3.393 -0.956
17 P -0.112 4.848 -0.221
18 P 0.676 6.161 -1.755
19 O 2.160 5.978 -2.022
20 O -0.167 6.139 -3.188
21 O 0.499 7.708 -1.132
22 H 4.567 2.168 1.167
23 H 3.407 3.145 2.123
24 H 4.534 4.004 1.066
25 H 2.808 4.113 -0.399
26 H 1.871 2.841 0.474
27 H 3.615 3.736 -2.307
28 H 3.752 2.069 -2.947
29 H 1.771 2.318 -3.954
30 H 1.524 3.926 -3.268
31 H -0.542 3.662 -3.146
32 H -4.413 3.388 -2.079
33 H -2.852 4.688 -0.451
34 H -0.907 2.551 -0.250
35 H -1.094 5.647 0.455
36 H 0.439 6.530 -3.833
37 H 1.324 8.185 -1.271
38 C 4.162 -1.644 -0.366
39 O 4.415 -0.924 0.829
40 C 3.307 -0.949 1.717
41 C 3.510 -1.967 2.827
42 O 3.534 -3.295 2.316
43 C 4.854 -3.801 2.182
44 H 5.116 -1.814 -0.866
45 H 3.699 -2.614 -0.170
46 H 3.520 -1.054 -1.028
47 H 2.377 -1.141 1.174
48 H 3.234 0.047 2.165
49 H 2.665 -1.905 3.518
50 H 4.422 -1.752 3.392
51 H 5.244 -4.089 3.164
52 H 5.525 -3.073 1.721
53 H 4.815 -4.687 1.549
54 C -7.201 2.465 -3.067
55 O -7.275 3.062 -1.777
56 C -7.527 4.460 -1.832
57 C -8.989 4.777 -1.566
58 O -9.827 4.270 -2.595
59 C -10.461 3.052 -2.235
60 H -7.273 1.385 -2.943
61 H -8.013 2.795 -3.716
62 H -6.238 2.697 -3.534
63 H -7.207 4.871 -2.794
64 H -6.920 4.925 -1.048
65 H -9.116 5.864 -1.558
66 H -9.299 4.395 -0.589
67 H -11.294 3.253 -1.553
68 H -9.766 2.352 -1.767
69 H -10.856 2.597 -3.143
70 C 4.051 -8.115 -2.928
71 O 2.856 -7.573 -2.389
72 C 2.984 -7.224 -1.016
73 C 3.205 -5.731 -0.837
74 O 4.454 -5.320 -1.381
75 C 4.317 -4.721 -2.659
76 H 3.965 -8.105 -4.014
77 H 4.929 -7.531 -2.645
78 H 4.174 -9.151 -2.596
79 H 3.788 -7.796 -0.543
80 H 2.044 -7.499 -0.529
81 H 3.231 -5.508 0.234
82 H 2.383 -5.160 -1.278
83 H 3.939 -3.699 -2.550
84 H 3.650 -5.290 -3.310
85 H 5.302 -4.679 -3.124
86 C 0.157 -3.184 4.440
87 O 0.411 -2.460 5.635
88 C -0.692 -2.480 6.532
89 C -0.488 -3.497 7.643
90 O -0.475 -4.825 7.137
91 C 0.838 -5.343 6.994
92 H 1.109 -3.351 3.937
93 H -0.303 -4.154 4.637
94 H -0.490 -2.596 3.781
95 H -1.626 -2.670 5.996
96 H -0.757 -1.482 6.979
97 H -1.330 -3.428 8.339
98 H 0.428 -3.285 8.201
99 H 1.233 -5.632 7.974
100 H 1.513 -4.624 6.525
101 H 0.783 -6.231 6.365

Computed properties:
**HOMO level**: -9.059 eV
**Kohn-Sham gap**: 8.27 eV
**Energy above the lowest of the compared OMol25 structures with the same formula, charge and spin**: 140.2 kJ/mol
**F_max**: 4.82 eV/A
**E**: -3827.9637 a.u.
**SMILES**: CCOCCO[C@H]1OS(=O)(=O)[C@H](I)[C@@H](I)[C@@H]1PP(=O)(O)O.COCCOC.COCCOC.COCCOC.COCCOC



5.
Molecular formula: C24H56IN7NbO7
Method: DFT, the ωB97M-V functional and the def2-TZVPD basis

CARTESIAN COORDINATES (ANGSTROEM)
1 C 1.773 -3.420 -0.992
2 C 1.720 -2.673 -2.294
3 N 2.254 -3.264 -3.282
4 C 1.056 -1.316 -2.429
5 Nb 0.527 0.094 -0.747
6 I -0.085 2.146 -2.629
7 C -1.684 -0.567 -0.843
8 C -1.724 -2.077 -0.677
9 C -2.970 -2.796 -1.001
10 O -1.735 -2.871 -1.814
11 H 1.607 -4.470 -1.209
12 H 2.768 -3.330 -0.569
13 H 1.037 -3.097 -0.271
14 H 2.140 -2.691 -4.117
15 H 1.719 -0.725 -3.065
16 H 0.152 -1.477 -3.018
17 H -0.074 1.231 0.576
18 H 2.214 0.792 -0.508
19 H 0.849 -1.069 0.563
20 H -2.103 -0.363 -1.824
21 H -2.284 -0.164 -0.032
22 H -1.176 -2.489 0.160
23 H -3.665 -2.359 -1.698
24 H -3.162 -3.764 -0.566
25 C 0.444 -0.309 -5.912
26 O 0.819 -1.469 -5.884
27 N -0.396 0.180 -6.844
28 C -0.827 1.564 -6.847
29 C -0.880 -0.723 -7.865
30 H 0.758 0.447 -5.176
31 H -1.910 1.617 -6.750
32 H -0.522 2.046 -7.782
33 H -0.370 2.090 -6.011
34 H -1.418 -1.557 -7.412
35 H -0.047 -1.137 -8.437
36 H -1.546 -0.179 -8.532
37 C 3.507 -0.295 2.646
38 O 2.567 0.266 2.117
39 N 3.554 -0.495 3.978
40 C 4.662 -1.127 4.665
41 C 2.395 -0.030 4.716
42 H 4.388 -0.666 2.092
43 H 4.310 -2.025 5.180
44 H 5.087 -0.440 5.398
45 H 5.437 -1.408 3.954
46 H 1.512 -0.539 4.346
47 H 2.266 1.042 4.564
48 H 2.517 -0.230 5.777
49 C 5.222 2.213 4.725
50 O 6.114 1.836 5.469
51 N 4.821 3.490 4.605
52 C 3.747 3.860 3.700
53 C 5.477 4.508 5.403
54 H 4.655 1.530 4.082
55 H 4.103 4.571 2.952
56 H 2.922 4.316 4.253
57 H 3.375 2.973 3.187
58 H 6.544 4.542 5.178
59 H 5.367 4.290 6.466
60 H 5.030 5.475 5.183
61 C -4.352 -0.470 -7.203
62 O -3.712 0.311 -6.530
63 N -5.570 -0.205 -7.718
64 C -6.297 -1.170 -8.513
65 C -6.159 1.097 -7.454
66 H -3.985 -1.481 -7.451
67 H -6.493 -0.777 -9.514
68 H -7.251 -1.417 -8.044
69 H -5.709 -2.081 -8.606
70 H -5.518 1.890 -7.840
71 H -6.272 1.253 -6.381
72 H -7.133 1.151 -7.934
73 C -0.609 -2.561 5.055
74 O 0.528 -2.555 4.630
75 N -1.659 -3.044 4.365
76 C -3.005 -3.029 4.892
77 C -1.411 -3.584 3.036
78 H -0.881 -2.146 6.042
79 H -3.404 -4.044 4.961
80 H -3.664 -2.440 4.250
81 H -3.002 -2.588 5.887
82 H -0.711 -4.417 3.089
83 H -0.974 -2.820 2.392
84 H -2.351 -3.924 2.608
85 C 0.271 3.090 5.810
86 O 0.578 1.997 6.248
87 N -0.219 3.292 4.574
88 C -0.565 4.609 4.089
89 C -0.399 2.139 3.689
90 H 0.390 4.022 6.392
91 H -1.623 4.656 3.821
92 H 0.026 4.861 3.206
93 H -0.369 5.349 4.864
94 H -1.088 1.425 4.140
95 H 0.547 1.629 3.513
96 H -0.795 2.477 2.736

Computed properties:
**HOMO level**: -4.516 eV
**Kohn-Sham gap**: 6.52 eV
**Charge**: -1
**F_max**: 2.13 eV/A
**E**: -2212.5208 a.u.